# C13H14ClN3O3Pb

A structure of composition C13H14ClN3O3Pb in a non-equilibrium geometry (the ωB97M-V functional and the def2-TZVPD basis, the Open Molecules 2025 dataset).

XYZ file:
```
35
C13H14ClN3O3Pb, DFT the ωB97M-V functional and the def2-TZVPD basis
Cl -1.63355 2.37542 -1.42600
C -0.84422 -2.15150 -1.42034
C 0.56997 -2.33208 -1.25304
C 1.22703 -1.34126 -2.02966
H 1.03388 -3.15666 -0.72118
C 0.24703 -0.50721 -2.65921
C -1.03430 -1.04763 -2.30482
H -1.97797 -0.68161 -2.68550
H -1.60928 -2.81289 -1.02524
H 2.29372 -1.25305 -2.19415
C 0.52267 0.66855 -3.51419
Pb -0.18723 0.24792 0.16375
C 2.31454 1.17290 1.04172
O 3.35265 1.52208 1.37182
C -2.36164 1.99983 0.67060
O -3.33785 2.58090 0.93812
H 1.48973 1.10649 -3.21391
H -0.29314 1.40077 -3.40094
H 0.58327 0.34334 -4.56356
C -0.94855 -3.08527 4.37201
N -0.72092 -1.65812 4.11989
C -0.71923 -0.78780 5.17362
C -0.51561 0.54265 4.95363
C -0.33096 0.96317 3.61915
N -0.35183 0.09983 2.60105
C -0.54520 -1.24560 2.81521
O -0.56491 -2.04744 1.85269
N -0.10768 2.26352 3.30153
H -1.84640 -3.43802 3.85411
H -1.09073 -3.19112 5.44646
H -0.08654 -3.68605 4.06365
H -0.88894 -1.26730 6.13733
H -0.49056 1.27236 5.74918
H -0.10455 2.95777 4.03824
H -0.04391 2.58711 2.33651
```

Computed properties:
Net charge ... +2
Frontier orbital gap (spin up / spin down) ... 4.6 / 6.4 eV
Energy above the lowest of the compared OMol25 structures with the same formula, charge and spin ... 29.25 kcal/mol
Spin multiplicity ... 1
HOMO energy (spin up / spin down) ... -15.43 / -15.32 eV

# C13H14CoN2O6S

A structure of composition C13H14CoN2O6S in a non-equilibrium geometry (the ωB97M-V functional and the def2-TZVPD basis, the Open Molecules 2025 dataset).

XYZ file:
```
37
C13H14CoN2O6S, DFT the ωB97M-V functional and the def2-TZVPD basis
Co -1.25287 0.84166 0.34252
C -1.07368 2.95260 -0.75561
C -1.83608 2.07562 -1.51974
C -3.01201 1.50553 -0.98610
C -3.40673 1.82579 0.30936
C -2.60942 2.67181 1.09660
C -1.47118 3.25449 0.55540
H -0.14944 3.35366 -1.14798
H -1.50136 1.76472 -2.50085
H -3.55216 0.76052 -1.55432
H -4.25597 1.31621 0.74495
H -2.85136 2.83070 2.13857
H -0.83362 3.86115 1.18345
O 0.76028 -0.37372 2.95252
S -0.16502 0.65158 2.59436
O -0.51710 1.64406 3.54895
O -1.47612 0.02377 1.94267
O 0.26565 1.29968 1.24224
O 3.00246 -0.19919 1.16741
C 3.28160 -1.55683 0.90609
N 3.71583 -1.70076 -0.45916
C 2.90888 -1.84466 -1.53838
O 3.29820 -2.02716 -2.66963
C 1.41974 -1.79677 -1.27674
C 0.60788 -2.82816 -1.72541
C -0.76129 -2.75963 -1.50558
C -1.27471 -1.64732 -0.87468
N -0.48402 -0.63160 -0.49922
C 0.83888 -0.69421 -0.67874
H 2.48095 -0.13062 1.97971
H 2.39311 -2.17444 1.06664
H 4.07812 -1.93018 1.55143
H 4.70317 -1.67198 -0.66557
H 1.05180 -3.67382 -2.23476
H -1.42401 -3.55879 -1.80359
H -2.32625 -1.55891 -0.63443
H 1.42786 0.12518 -0.29238
```

Computed properties:
Net charge ... +1
Frontier orbital gap ... 7.6 eV
Energy above the lowest of the compared OMol25 structures with the same formula, charge and spin ... 0.00 kcal/mol
Spin multiplicity ... 1
HOMO energy ... -12.97 eV

# C13H14I2IrNO5Si

A structure of composition C13H14I2IrNO5Si in a non-equilibrium geometry (the ωB97M-V functional and the def2-TZVPD basis, the Open Molecules 2025 dataset).

XYZ file:
```
37
C13H14I2IrNO5Si, DFT the ωB97M-V functional and the def2-TZVPD basis
Ir -0.38844 1.65582 -2.19785
O 1.31481 -3.77171 -4.89319
C 0.93643 -2.67663 -4.22396
C 0.37733 -1.60692 -4.88156
C 0.00977 -0.51532 -4.13346
N 0.11475 -0.44425 -2.80505
C 0.58889 -1.50639 -2.15464
C 1.02675 -2.60853 -2.85291
C 0.79689 -1.54179 -0.67489
O 1.51961 -2.30869 -0.11894
O -0.06008 -0.64874 -0.07611
C -0.70246 0.67298 -4.86003
O -1.00179 0.49152 -6.00905
O -1.00957 1.73877 -4.16041
H 1.19245 -3.69341 -5.84030
H 0.20992 -1.57035 -5.98440
H 1.47259 -3.45904 -2.32777
I 0.96098 3.12812 -0.55742
C -3.44667 3.45686 -1.60193
I -2.95991 1.52205 -1.10907
H -2.93036 3.83336 -2.45068
H -4.19268 3.99337 -1.01719
C -1.29195 1.12482 4.40219
Si 0.40069 0.29856 4.15745
C 1.83904 1.44639 4.25082
C 0.74003 -1.03761 5.37002
C 0.31251 -0.30356 2.39551
C 0.07464 -0.41603 1.21550
H -1.30950 1.66524 5.35217
H -2.10111 0.34906 4.44075
H -1.40578 1.78574 3.51887
H 1.96977 1.80374 5.29302
H 1.78052 2.30263 3.55608
H 2.70724 0.81729 4.07789
H 0.73662 -0.63016 6.37386
H 1.70920 -1.49445 5.16176
H 0.00891 -1.85273 5.36494
```

Computed properties:
Frontier orbital gap (spin up / spin down) ... 7.2 / 7.1 eV
⟨S²⟩ ... 6.015
Spin multiplicity ... 5
HOMO energy (spin up / spin down) ... -8.02 / -8.59 eV

# C13H14IN3

The molecule C13H14IN3 in a non-equilibrium geometry (the ωB97M-V functional and the def2-TZVPD basis, the Open Molecules 2025 dataset).

XYZ file:
```
31
C13H14IN3, DFT the ωB97M-V functional and the def2-TZVPD basis
C -2.49936 -3.56241 0.21578
C -1.91866 -2.20135 -0.06165
C -2.73933 -1.16325 -0.47421
C -2.14415 0.04930 -0.73917
C -2.97869 1.20076 -1.26394
N -0.84035 0.21537 -0.53906
C -0.11434 -0.79807 -0.05465
N 1.21079 -0.55249 0.31617
C 2.08116 -1.64368 0.85883
C 1.70757 0.74516 0.33221
C 1.34789 1.62894 1.33339
C 1.74822 2.99442 1.31840
C 2.56812 3.46026 0.29969
C 2.98341 2.58180 -0.69954
C 2.57546 1.23521 -0.70680
I 3.45238 -0.09999 -2.32275
N -0.62459 -2.00571 0.18789
H -2.01212 -3.97914 1.09820
H -2.38358 -4.25509 -0.67568
H -3.56975 -3.54527 0.46364
H -3.81009 -1.31278 -0.56517
H -3.69804 1.48722 -0.52075
H -2.33968 2.05681 -1.48383
H -3.51866 0.85380 -2.14436
H 2.04844 -1.72614 1.95381
H 3.12021 -1.45827 0.58225
H 1.79037 -2.59430 0.42117
H 0.67011 1.24590 2.08871
H 1.38609 3.73245 2.03763
H 2.86172 4.52425 0.27895
H 3.63945 2.88631 -1.53515
```

Computed properties:
Frontier orbital gap ... 8.6 eV
SMILES string ... Cc1cc(C)nc(N(C)c2ccccc2I)n1
Spin multiplicity ... 1
HOMO energy ... -8.35 eV

Look up the spin multiplicity of the first one.
1

What did the first record say?
# C13H14ClN3O3Pb

A structure of composition C13H14ClN3O3Pb in a non-equilibrium geometry (the ωB97M-V functional and the def2-TZVPD basis, the Open Molecules 2025 dataset).

XYZ file:
```
35
C13H14ClN3O3Pb, DFT the ωB97M-V functional and the def2-TZVPD basis
Cl -1.63355 2.37542 -1.42600
C -0.84422 -2.15150 -1.42034
C 0.56997 -2.33208 -1.25304
C 1.22703 -1.34126 -2.02966
H 1.03388 -3.15666 -0.72118
C 0.24703 -0.50721 -2.65921
C -1.03430 -1.04763 -2.30482
H -1.97797 -0.68161 -2.68550
H -1.60928 -2.81289 -1.02524
H 2.29372 -1.25305 -2.19415
C 0.52267 0.66855 -3.51419
Pb -0.18723 0.24792 0.16375
C 2.31454 1.17290 1.04172
O 3.35265 1.52208 1.37182
C -2.36164 1.99983 0.67060
O -3.33785 2.58090 0.93812
H 1.48973 1.10649 -3.21391
H -0.29314 1.40077 -3.40094
H 0.58327 0.34334 -4.56356
C -0.94855 -3.08527 4.37201
N -0.72092 -1.65812 4.11989
C -0.71923 -0.78780 5.17362
C -0.51561 0.54265 4.95363
C -0.33096 0.96317 3.61915
N -0.35183 0.09983 2.60105
C -0.54520 -1.24560 2.81521
O -0.56491 -2.04744 1.85269
N -0.10768 2.26352 3.30153
H -1.84640 -3.43802 3.85411
H -1.09073 -3.19112 5.44646
H -0.08654 -3.68605 4.06365
H -0.88894 -1.26730 6.13733
H -0.49056 1.27236 5.74918
H -0.10455 2.95777 4.03824
H -0.04391 2.58711 2.33651
```

Computed properties:
Net charge ... +2
Frontier orbital gap (spin up / spin down) ... 4.6 / 6.4 eV
Energy above the lowest of the compared OMol25 structures with the same formula, charge and spin ... 29.25 kcal/mol
Spin multiplicity ... 1
HOMO energy (spin up / spin down) ... -15.43 / -15.32 eV

Which of these has the highest spin multiplicity?
C13H14I2IrNO5Si

Which formula does entry 2 have?
C13H14CoN2O6S